(1)
C5H8N2O2 | the ωB97M-V functional and the def2-TZVPD basis

Relative energy (zero: lowest compared OMol25 entry of this formula, charge and spin) = 381.3 kJ/mol
SMILES string = O=C=CNC=O.[H]/N=C\C
Energy = -12386.983 eV
HOMO-LUMO gap = 8.6 eV

Cartesian coordinates (Å):
C -0.606 -0.753 -2.436
C -0.256 -2.635 0.700
C -0.759 -1.812 -1.723
C 0.595 1.306 1.009
C 0.287 2.694 1.243
N 0.933 0.708 -0.024
N -0.196 -1.733 -0.411
O -0.398 0.248 -3.032
O -0.902 -3.622 0.720
H 0.395 -2.036 1.460
H -1.534 -2.624 -2.108
H 0.432 0.654 1.789
H -0.741 2.858 1.550
H 0.422 3.262 0.360
H 0.958 3.176 2.126
H 0.963 1.206 -0.868
H 0.407 -0.896 -0.355

(2)
C5H8N2O3 | the ωB97M-V functional and the def2-TZVPD basis

Relative energy (zero: lowest compared OMol25 entry of this formula, charge and spin) = 338.4 kJ/mol
SMILES string = C[C@]1([N+](=O)[O-])CCNC1=O
Energy = -14434.237 eV
HOMO-LUMO gap = 10.5 eV

Cartesian coordinates (Å):
C 0.605 -1.158 -0.127
C 0.176 1.213 0.080
C 1.743 0.894 -0.127
C -0.565 -0.154 0.199
C -1.639 -0.355 -0.895
N 1.800 -0.579 -0.136
N -1.107 -0.415 1.539
O 0.398 -2.304 -0.405
O -0.712 0.299 2.405
O -1.827 -1.371 1.728
H -0.067 1.897 0.931
H -0.111 1.755 -0.742
H 2.064 1.275 -1.079
H 2.431 1.357 0.670
H -2.592 0.262 -0.742
H -1.847 -1.534 -1.114
H -1.408 -0.032 -1.927
H 2.658 -1.048 -0.257

(3)
C5H8N2O3 | the ωB97M-V functional and the def2-TZVPD basis

Relative energy (zero: lowest compared OMol25 entry of this formula, charge and spin) = 33.7 kJ/mol
SMILES string = C/C(C(N)=O)=C(\N)C(=O)O
Energy = -14437.395 eV
HOMO-LUMO gap = 9.1 eV

Cartesian coordinates (Å):
C 0.977 1.693 1.003
C 0.310 0.427 0.537
C -0.266 0.359 -0.688
N -0.318 1.425 -1.559
C -0.823 -0.910 -1.258
O -0.260 -1.530 -2.142
N 0.595 -1.932 0.891
C 0.376 -0.728 1.482
O 0.243 -0.597 2.695
H 1.490 1.548 1.961
H 1.719 2.038 0.265
H 0.242 2.505 1.127
H -0.350 2.355 -1.167
H -0.891 1.283 -2.381
H 1.452 -2.098 0.381
O -2.090 -1.151 -0.912
H -0.036 -2.701 1.080
H -2.370 -1.984 -1.316

(4)
C5H8N2O3 | the ωB97M-V functional and the def2-TZVPD basis

Relative energy (zero: lowest compared OMol25 entry of this formula, charge and spin) = 195.8 kJ/mol
SMILES string = O=c1cc[nH]c(=O)[nH]1.CO
Energy = -14435.715 eV
HOMO-LUMO gap = 10.0 eV

Cartesian coordinates (Å):
C 1.236 1.181 0.123
C 0.537 0.076 0.811
C -0.476 0.396 1.674
C 0.088 2.743 1.690
C -0.666 -2.995 -2.774
H 1.569 3.133 0.480
H 0.943 -1.084 0.795
H -1.166 -0.371 2.225
H -1.359 1.731 2.969
H -0.218 -2.001 -1.088
H -0.438 -2.865 -3.855
H -0.488 -4.031 -2.439
H -1.704 -2.868 -2.477
N 1.237 2.304 0.871
N -0.844 1.701 2.110
O 1.815 1.265 -1.030
O -0.231 3.850 1.957
O 0.166 -2.164 -2.043

(5)
C5H8N2O4 | the ωB97M-V functional and the def2-TZVPD basis

Relative energy (zero: lowest compared OMol25 entry of this formula, charge and spin) = 224.2 kJ/mol
SMILES string = N[C@@H](C=O)[C@](N)(C=O)C(=O)O
Energy = -16482.850 eV
HOMO-LUMO gap = 9.1 eV

Cartesian coordinates (Å):
C -1.596 0.401 0.485
C 1.918 -0.595 -0.956
C 1.078 1.522 0.573
C -0.605 -0.504 -0.039
C 0.551 0.502 -0.549
N 0.210 1.331 -1.633
N -0.070 -1.303 1.066
O 1.256 0.935 1.749
O -2.326 1.157 -0.140
O 2.203 -1.379 -0.158
O 1.273 2.682 0.375
H -1.751 0.207 1.583
H 2.020 -0.423 -1.969
H -0.917 -1.148 -0.827
H -0.652 1.123 -2.028
H 0.161 2.294 -1.333
H 0.275 -2.212 0.833
H -0.663 -1.481 1.929
H 0.873 0.012 1.724

(6)
C5H8N2O4 | the ωB97M-V functional and the def2-TZVPD basis

Relative energy (zero: lowest compared OMol25 entry of this formula, charge and spin) = 446.7 kJ/mol
SMILES string = O=NN1C[C@H](O)C[C@H]1C(=O)O
Energy = -16480.543 eV
HOMO-LUMO gap = 10.3 eV

Cartesian coordinates (Å):
C 1.753 -0.507 0.058
C 0.423 -1.189 -0.519
C -0.710 -0.109 -0.617
C 1.011 0.342 1.186
C -2.088 -0.582 -0.008
H 3.092 0.524 -0.621
H 2.412 -1.132 0.588
H 0.771 -1.738 -1.472
H 0.015 -1.838 0.251
H -0.870 0.601 -1.503
H 0.547 -0.491 1.966
H 1.569 1.173 1.771
H -2.947 1.280 -0.466
N -0.279 0.727 0.523
N -0.416 1.992 0.447
O 2.408 0.077 -0.975
O -1.182 2.281 -0.543
O -3.076 0.254 -0.462
O -2.431 -1.666 0.396

Number 1: E_HOMO -7.99 eV. Number 2: E_HOMO -10.16 eV. Number 3: E_HOMO -8.61 eV. Number 4: E_HOMO -9.72 eV. Number 5: E_HOMO -8.80 eV. Number 6: E_HOMO -10.00 eV.